Below is a structure of composition C20H20N2O5S2, with properties calculated with ωB97M-V with the def2-TZVPD basis set.

Computed properties:
ΔE to the lowest compared entry with this formula, charge and spin in kcal per mole: 10.29
HOMO in hartree: -0.3082
Spin multiplicity: 1

Positions of all 49 atoms, in Å:
C  -2.495  -3.112  2.541
H  -2.766  -3.910  3.230
O  -2.812  -3.599  1.255
C  -2.585  -2.796  0.190
C  -2.919  -3.319  -1.063
C  -2.738  -2.565  -2.202
C  -2.220  -1.281  -2.127
C  -1.883  -0.767  -0.884
C  -2.065  -1.510  0.274
H  -1.813  -1.052  1.214
N  -1.365  0.548  -0.772
C  -0.263  0.800  -0.071
N  0.490  -0.130  0.439
C  1.613  0.338  1.030
O  1.923  1.525  1.033
C  2.449  -0.742  1.690
O  3.792  -0.384  1.866
C  4.537  -0.101  0.756
C  4.097  -0.237  -0.554
C  4.952  0.067  -1.601
C  6.242  0.499  -1.359
C  6.682  0.630  -0.051
C  5.840  0.333  1.000
H  6.163  0.433  2.024
H  7.688  0.969  0.151
H  6.901  0.734  -2.181
H  4.598  -0.038  -2.616
H  3.093  -0.568  -0.774
H  2.335  -1.675  1.123
H  2.055  -0.900  2.700
S  0.156  2.486  0.024
C  -1.480  2.964  -0.743
C  -2.369  3.565  0.331
H  -2.996  4.378  -0.024
H  -1.806  3.878  1.206
S  -3.500  2.212  0.767
O  -2.854  1.250  1.611
O  -4.778  2.711  1.183
C  -3.556  1.588  -0.946
H  -4.183  2.267  -1.514
C  -2.092  1.677  -1.334
H  -1.971  1.664  -2.426
H  -3.946  0.576  -0.983
H  -1.265  3.693  -1.525
H  -2.072  -0.699  -3.024
H  -3.000  -2.979  -3.164
H  -3.323  -4.318  -1.111
H  -3.067  -2.211  2.781
H  -1.426  -2.897  2.631

Below is the molecule C20H20N2O7, with properties calculated with ωB97M-V with the def2-TZVPD basis set.

Computed properties:
ΔE to the lowest compared entry with this formula, charge and spin in kcal per mole: 33.83
SMILES string: COc1ccc2[nH]c(C(=O)O)c(NC(=O)c3cc(OC)c(OC)c(OC)c3)c2c1
HOMO in hartree: -0.2903
Spin multiplicity: 1

Positions of all 49 atoms, in Å:
C  2.028  1.807  -2.801
O  0.740  2.345  -2.609
C  -0.241  1.525  -2.129
C  -1.528  2.103  -2.104
C  -2.625  1.398  -1.682
C  -2.431  0.091  -1.238
N  -3.327  -0.827  -0.794
C  -2.654  -1.977  -0.446
C  -3.306  -3.175  0.022
O  -2.741  -4.220  0.265
O  -4.643  -3.032  0.161
C  -1.289  -1.791  -0.656
N  -0.328  -2.744  -0.374
C  0.906  -2.572  0.195
O  1.672  -3.503  0.313
C  1.221  -1.189  0.658
C  2.453  -0.633  0.365
C  2.747  0.690  0.695
O  3.970  1.111  0.277
C  4.510  2.340  0.715
C  1.779  1.461  1.354
O  1.978  2.815  1.581
C  1.091  3.652  0.855
C  0.591  0.842  1.777
O  -0.377  1.517  2.483
C  0.035  2.100  3.708
C  0.309  -0.465  1.415
C  -1.136  -0.482  -1.199
C  -0.037  0.235  -1.690
H  2.484  1.492  -1.858
H  2.006  0.958  -3.490
H  2.619  2.611  -3.238
H  -1.622  3.120  -2.450
H  -3.610  1.839  -1.694
H  -4.324  -0.721  -0.729
H  -5.021  -3.867  0.475
H  -0.659  -3.706  -0.405
H  3.196  -1.205  -0.170
H  5.566  2.297  0.447
H  4.409  2.461  1.794
H  4.044  3.190  0.211
H  1.332  4.670  1.157
H  1.243  3.541  -0.223
H  0.046  3.434  1.086
H  -0.845  2.602  4.105
H  0.842  2.823  3.574
H  0.362  1.326  4.410
H  -0.626  -0.894  1.737
H  0.933  -0.229  -1.718